Arrangement one

The following is a DFT calculation (ωB97M-V with the def2-TZVPD basis set) of a cluster of 2 separate species, C2H7NO in total.

SMILES: C=CN.O
HOMO in eV: -7.48
LUMO level in eV: 0.882
Charge: 0

Positions of all 11 atoms, in Å:
C1 -0.78 -0.79 0.61
C2 -0.90 0.49 0.20
N1 -0.71 0.84 -1.11
H1 -0.53 -1.49 -0.29
H2 -0.52 -1.03 1.60
H3 -1.15 1.27 0.87
H4 -0.40 0.22 -1.77
H5 -0.60 1.77 -1.42
H6 2.03 0.32 0.67
H7 1.85 -1.05 -0.08
O1 1.70 -0.55 0.71



Arrangement two

The following is a DFT calculation (ωB97M-V with the def2-TZVPD basis set) of an isolated molecule of C2H7NO.

SMILES: CNCO
HOMO in eV: -9.20
LUMO level in eV: 1.000
Charge: 0

Positions of all 11 atoms, in Å:
O1 -1.14 -0.88 -0.99
H1 -0.97 -1.50 -1.68
C1 0.21 1.31 0.53
C2 -0.13 -1.06 0.05
N1 0.79 0.02 0.10
H2 0.06 1.36 1.61
H3 0.95 2.08 0.29
H4 -0.68 1.58 -0.02
H5 -0.73 -1.14 0.95
H6 0.43 -1.99 -0.05
H7 1.21 0.23 -0.79



Arrangement three

The following is a DFT calculation (ωB97M-V with the def2-TZVPD basis set) of a structure of composition C2H7NO.

HOMO in eV: -8.67
LUMO level in eV: -0.437
Charge: 0

Positions of all 11 atoms, in Å:
C1 1.41 0.05 1.37
C2 1.34 -0.33 -0.17
N1 0.05 0.00 0.01
H1 1.23 1.10 1.60
H2 2.46 -0.08 1.60
H3 0.86 -0.60 2.03
H4 1.97 0.35 -0.78
H5 1.62 -1.38 -0.36
H6 -2.09 0.71 -0.53
H7 -1.99 -0.45 -1.46
O1 -2.60 0.26 -1.21



Arrangement four

The following is a DFT calculation (ωB97M-V with the def2-TZVPD basis set) of a cluster of 2 separate species, C2H7NO in total.

SMILES: C=C.NO
HOMO in eV: -9.13
LUMO level in eV: 1.108
Charge: 0

Positions of all 11 atoms, in Å:
C1 1.82 0.48 1.04
C2 1.11 1.30 0.29
H1 2.87 0.52 1.07
H2 1.39 -0.08 1.84
H3 1.66 1.82 -0.51
H4 -0.04 1.30 0.25
H5 -1.67 0.49 -0.95
H6 -1.20 -2.10 0.01
H7 -0.05 -0.86 -0.03
N1 -1.09 -1.11 -0.01
O1 -1.62 -0.50 -1.20



Q: Which of them is the most stable? A: arrangement two.



Arrangement one

The following is a DFT calculation (ωB97M-V with the def2-TZVPD basis set) of an isolated molecule of C2H4N4O2.

SMILES: C/N=c1/onnn1O
HOMO in eV: -9.22
LUMO level in eV: 0.335
Charge: 0

Positions of all 12 atoms, in Å:
C1 1.01 0.51 -1.51
C2 -0.89 0.31 0.01
H1 1.69 1.47 -1.14
H2 1.45 -0.47 -1.31
H3 0.73 0.46 -2.62
H4 1.04 -1.71 1.14
N1 -0.29 0.92 -0.95
N2 -2.18 -0.15 1.75
N3 -1.14 -0.74 1.94
N4 -0.36 -0.64 0.95
O1 -2.04 0.74 0.62
O2 0.99 -0.69 1.10



Arrangement two

The following is a DFT calculation (ωB97M-V with the def2-TZVPD basis set) of an isolated molecule of C2H4N4O2.

SMILES: N/N=c1/ncn(O)o1
HOMO in eV: -8.67
LUMO level in eV: 0.324
Charge: 0

Positions of all 12 atoms, in Å:
C1 0.31 -0.78 -0.33
C2 1.48 0.47 0.95
H1 -1.73 -0.72 -1.48
H2 -1.53 -2.34 -2.08
H3 2.22 0.92 1.67
H4 -0.47 2.81 1.38
N1 -1.46 -1.72 -1.28
N2 -0.09 -1.83 -0.93
N3 1.63 -0.62 0.31
N4 0.10 1.08 1.03
O1 0.10 2.44 0.71
O2 -0.57 0.29 0.05



Q: Which of them is the most stable? A: arrangement two.



Arrangement one

The following is a DFT calculation (ωB97M-V with the def2-TZVPD basis set) of an isolated molecule of C2H4N4O2.

SMILES: [H]/N=c1/nc(O)n(N)o1
HOMO in eV: -9.42
LUMO level in eV: -0.201
Charge: 0

Positions of all 12 atoms, in Å:
C1 1.40 0.00 -0.16
C2 -0.54 0.68 -0.49
H1 -2.25 -1.60 0.39
H2 -1.12 -0.57 1.49
H3 3.24 -0.40 0.01
H4 -1.30 2.30 0.25
N1 -1.27 -1.33 0.63
N2 -0.61 -0.77 -0.75
N3 2.66 0.38 0.30
N4 0.62 1.09 -0.23
O1 0.74 -1.17 -1.04
O2 -1.58 1.39 -0.39



Arrangement two

The following is a DFT calculation (ωB97M-V with the def2-TZVPD basis set) of an isolated molecule of C2H4N4O2.

SMILES: [H]/N=c1\nnon1OC
HOMO in eV: -9.90
LUMO level in eV: -1.178
Charge: 0

Positions of all 12 atoms, in Å:
C1 -1.48 -0.54 0.49
C2 0.77 0.69 -0.29
H1 -2.47 -0.96 0.63
H2 -1.54 0.70 0.43
H3 -0.50 -0.87 1.09
H4 0.72 2.42 -0.13
N1 0.24 -0.49 -0.92
N2 2.24 -0.88 0.06
N3 2.05 0.41 0.01
N4 -0.05 1.66 -0.33
O1 -1.08 -0.72 -0.73
O2 1.07 -1.43 -0.30



Arrangement three

The following is a DFT calculation (ωB97M-V with the def2-TZVPD basis set) of an isolated molecule of C2H4N4O2.

SMILES: ONC1=NN=CNO1
HOMO in eV: -8.61
LUMO level in eV: 0.538
Charge: 0

Positions of all 12 atoms, in Å:
C1 -0.43 -0.48 -0.18
C2 2.02 0.02 0.21
H1 -2.94 0.82 -0.22
H2 -2.02 -1.56 0.11
H3 3.11 0.32 0.35
H4 1.51 1.99 -0.42
N1 -1.80 -0.69 -0.25
N2 0.28 -1.51 -0.05
N3 1.67 -1.19 0.17
N4 1.19 1.14 0.15
O1 -2.48 0.33 0.53
O2 -0.10 0.82 -0.39



Q: Which of them is the most stable? A: arrangement three.



Arrangement one

The following is a DFT calculation (ωB97M-V with the def2-TZVPD basis set) of a structure of composition C2H4N4O2.

HOMO in eV: -10.70
LUMO level in eV: -0.290
Charge: 0

Positions of all 12 atoms, in Å:
C1 0.56 0.72 0.26
C2 -1.50 0.10 -0.06
H1 2.89 1.12 -0.06
H2 1.68 2.22 -0.70
H3 2.84 -1.09 0.07
H4 1.81 -0.60 -1.04
N1 1.82 1.24 -0.13
N2 -0.64 1.15 0.14
N3 0.60 -0.72 0.66
N4 1.64 -1.44 -0.31
O1 -2.66 0.11 -0.20
O2 -0.79 -1.13 -0.05



Arrangement two

The following is a DFT calculation (ωB97M-V with the def2-TZVPD basis set) of an isolated molecule of C2H4N4O2.

SMILES: C/N=c1\nnon1O
HOMO in eV: -10.20
LUMO level in eV: -0.417
Charge: 0

Positions of all 12 atoms, in Å:
C1 -2.73 -0.12 0.01
C2 -0.38 -0.05 -0.13
H1 -2.56 -1.19 -0.14
H2 -3.17 0.10 1.03
H3 -3.42 0.25 -0.72
H4 0.54 1.54 1.05
N1 -1.44 0.56 -0.04
N2 -0.01 -1.38 0.12
N3 1.23 -1.46 0.17
N4 0.83 0.66 -0.50
O1 1.86 -0.32 -0.08
O2 1.02 1.77 0.24



Q: Which of them is the most stable? A: arrangement one.



Arrangement one

The following is a DFT calculation (ωB97M-V with the def2-TZVPD basis set) of a cluster of 2 separate species, C5H15N3O in total.

SMILES: CC(=O)N(C)C.CNN
HOMO in eV: -8.54
LUMO level in eV: 0.675
Charge: 0

Positions of all 24 atoms, in Å:
C1 1.02 -0.78 -1.08
C2 2.07 -1.96 0.75
C3 1.12 1.71 0.47
N1 1.18 -0.91 0.29
C4 2.08 0.62 0.09
O1 3.26 0.54 0.30
H1 -0.01 -0.62 -1.40
H2 1.62 -1.40 -1.75
H3 1.59 0.38 -1.30
H4 2.20 -2.75 0.00
H5 1.66 -2.40 1.67
H6 3.07 -1.59 0.99
H7 1.19 1.85 1.55
H8 1.44 2.64 -0.02
H9 0.10 1.49 0.17
C5 -3.18 0.97 -0.79
N2 -2.13 0.68 0.18
N3 -1.96 -0.73 0.34
H10 -2.35 1.14 1.06
H11 -2.66 -1.13 0.97
H12 -1.01 -0.90 0.67
H13 -3.27 2.05 -0.90
H14 -2.89 0.55 -1.75
H15 -4.16 0.55 -0.52



Arrangement two

The following is a DFT calculation (ωB97M-V with the def2-TZVPD basis set) of a cluster of 2 separate species, C5H15N3O in total.

SMILES: C/C(N)=C\N.C[C@H](N)O
HOMO in eV: -6.87
LUMO level in eV: 0.742
Charge: 0

Positions of all 24 atoms, in Å:
C1 -1.17 -1.24 -0.60
C2 -1.78 -0.20 0.21
N1 -1.63 -1.38 -1.93
O1 -0.99 -2.51 0.03
H1 -0.74 -2.37 0.95
H2 0.07 -0.75 -0.70
H3 -2.58 -1.74 -1.96
H4 -1.04 -2.00 -2.46
H5 -2.30 0.57 -0.37
H6 -0.81 0.48 0.58
H7 -2.41 -0.55 1.02
C3 1.12 1.51 1.67
C4 0.74 1.17 0.25
N2 0.48 2.33 -0.54
N3 2.23 -0.80 0.22
C5 1.29 0.07 -0.42
H8 0.28 2.10 -1.50
H9 -0.29 2.87 -0.16
H10 2.22 -1.73 -0.17
H11 2.10 -0.86 1.22
H12 1.56 0.23 -1.47
H13 2.13 1.92 1.73
H14 0.43 2.25 2.07
H15 1.08 0.63 2.32



Arrangement three

The following is a DFT calculation (ωB97M-V with the def2-TZVPD basis set) of a cluster of 2 separate species, C5H15N3O in total.

SMILES: [H]/N=N/N(C)O.CC(C)C
HOMO in eV: -8.59
LUMO level in eV: 0.964
Charge: 0

Positions of all 24 atoms, in Å:
C1 -0.74 1.01 -0.32
C2 -1.02 2.26 -1.15
C3 -1.93 0.05 -0.38
C4 -0.43 1.39 1.13
H1 0.13 0.51 -0.75
H2 -0.17 2.94 -1.13
H3 -1.89 2.79 -0.77
H4 -1.22 2.00 -2.19
H5 -2.13 -0.25 -1.41
H6 -2.82 0.52 0.02
H7 -1.73 -0.85 0.20
H8 -1.29 1.90 1.58
H9 -0.22 0.50 1.73
H10 0.42 2.06 1.19
C5 2.51 -0.97 0.66
N1 1.34 -1.79 0.64
O1 0.64 -2.06 1.80
N2 0.68 -2.32 -0.34
N3 1.12 -2.15 -1.52
H11 -0.12 -2.58 1.21
H12 0.48 -2.65 -2.15
H13 3.25 -1.41 1.33
H14 2.87 -0.94 -0.37
H15 2.26 0.03 1.01



Q: Which of them is the most stable? A: arrangement two.



Arrangement one

The following is a DFT calculation (ωB97M-V with the def2-TZVPD basis set) of a cluster of 2 separate species, C2H12N4 in total.

⟨S²⟩: 0.751
HOMO (spin up / spin down) in eV: 1.20 / -5.34
Multiplicity: 2
LUMO level (spin up / spin down) in eV: 4.342 / 4.143
Charge: -1

Positions of all 18 atoms, in Å:
N1 1.49 1.34 0.80
C1 1.10 0.51 1.87
N2 1.44 -0.95 1.46
H1 1.14 1.27 -0.09
H2 2.44 1.51 0.74
H3 0.02 0.64 2.08
H4 1.67 0.77 2.76
H5 1.31 -0.97 0.47
H6 0.74 -1.51 1.92
N3 -2.02 -1.27 -1.58
C2 -1.48 0.00 -1.08
N4 -0.14 0.54 -1.60
H7 -1.44 -2.00 -1.15
H8 -2.94 -1.42 -1.10
H9 -1.34 -0.13 -0.01
H10 -2.23 0.84 -1.24
H11 -0.19 1.11 -2.39
H12 0.42 -0.26 -1.86



Arrangement two

The following is a DFT calculation (ωB97M-V with the def2-TZVPD basis set) of a cluster of 2 separate species, C2H12N4 in total.

⟨S²⟩: 0.750
HOMO (spin up / spin down) in eV: 1.31 / -5.39
Multiplicity: 2
LUMO level (spin up / spin down) in eV: 3.896 / 3.880
Charge: -1

Positions of all 18 atoms, in Å:
N1 -2.02 0.92 0.05
C1 -2.44 1.94 -0.98
N2 -3.01 1.30 -2.17
H1 -2.94 0.37 0.40
H2 -1.53 1.44 0.74
H3 -3.32 2.66 -0.61
H4 -1.60 2.57 -1.43
H5 -3.84 0.83 -1.87
H6 -2.37 0.51 -2.48
N3 3.09 -0.38 0.59
C2 2.20 -1.56 0.40
N4 2.24 -2.37 1.58
H7 4.13 -0.55 0.39
H8 2.86 -0.06 1.56
H9 1.23 -1.05 0.17
H10 2.45 -1.96 -0.57
H11 1.60 -2.13 2.29
H12 3.27 -2.46 1.94



Q: Which of them is the most stable? A: arrangement one.



Arrangement one

The following is a DFT calculation (ωB97M-V with the def2-TZVPD basis set) of a cluster of 2 separate species, C5H13NO3 in total.

SMILES: C[C@@](N)(O)OO.C=CC
HOMO in eV: -9.67
LUMO level in eV: 0.884
Charge: 0

Positions of all 22 atoms, in Å:
C1 0.92 2.06 -0.09
C2 2.04 1.90 -0.78
C3 -0.43 2.25 -0.69
N1 -0.23 -0.63 1.43
H1 0.94 2.01 1.00
H2 -0.79 -0.79 2.25
H3 0.75 -0.70 1.69
H4 1.61 -0.15 -0.74
H5 -0.92 3.11 -0.25
H6 2.99 1.76 -0.30
H7 2.05 1.95 -1.86
H8 -0.36 2.38 -1.76
H9 -1.04 1.37 -0.48
C4 -2.04 -1.67 0.17
C5 -0.53 -1.61 0.41
O1 0.02 -1.20 -0.81
O2 1.44 -1.12 -0.71
O3 -0.07 -2.89 0.76
H10 0.83 -2.98 0.42
H11 -2.51 -2.19 1.00
H12 -2.43 -0.66 0.08
H13 -2.22 -2.21 -0.75



Arrangement two

The following is a DFT calculation (ωB97M-V with the def2-TZVPD basis set) of a cluster of 2 separate species, C5H13NO3 in total.

SMILES: CN[C@H](C=O)[C@H](C)O.O
HOMO in eV: -9.39
LUMO level in eV: 0.733
Charge: 0

Positions of all 22 atoms, in Å:
C1 1.22 -1.66 0.77
N1 1.05 -0.26 0.20
C2 -0.38 0.14 0.26
C3 -0.43 1.67 0.19
C4 -0.03 2.20 1.61
O1 -1.88 1.86 0.22
C5 -1.30 -0.48 -0.77
O2 -0.84 -1.02 -1.76
H1 1.30 -2.36 -0.05
H2 0.46 -1.91 1.50
H3 2.14 -1.54 1.39
H4 1.26 -0.43 -0.79
H5 -0.79 -0.30 1.19
H6 -0.07 2.15 -0.70
H7 -0.70 1.79 2.34
H8 0.93 1.78 1.91
H9 -0.12 3.29 1.64
H10 -2.16 2.75 0.51
H11 -2.38 -0.36 -0.61
H12 0.69 -3.19 -3.07
H13 0.75 -1.68 -2.85
O3 1.28 -2.43 -3.13



Q: Which of them is the most stable? A: arrangement two.



Arrangement one

The following is a DFT calculation (ωB97M-V with the def2-TZVPD basis set) of an isolated molecule of C6H15NO2.

SMILES: CO[C@@H](N)OC(C)(C)C
HOMO in eV: -9.53
LUMO level in eV: 0.897
Charge: 0

Positions of all 24 atoms, in Å:
C1 -1.00 0.13 0.14
C2 1.18 -1.01 -0.41
C3 2.45 0.78 -1.25
C4 -1.25 -0.54 1.50
C5 -0.48 1.55 0.36
C6 -2.32 0.18 -0.64
N1 1.34 -1.95 0.66
O1 -0.15 -0.64 -0.73
O2 2.01 0.07 -0.12
H1 1.49 -1.51 -1.34
H2 0.60 -2.64 0.65
H3 1.36 -1.48 1.55
H4 3.01 1.63 -0.87
H5 3.09 0.15 -1.88
H6 1.60 1.13 -1.85
H7 -0.38 -0.44 2.15
H8 -2.09 -0.06 1.98
H9 -1.48 -1.60 1.37
H10 -1.21 2.11 0.94
H11 0.47 1.54 0.89
H12 -0.34 2.05 -0.60
H13 -2.15 0.60 -1.63
H14 -3.05 0.78 -0.11
H15 -2.71 -0.83 -0.77



Arrangement two

The following is a DFT calculation (ωB97M-V with the def2-TZVPD basis set) of a structure of composition C6H15NO2.

HOMO in eV: -7.51
LUMO level in eV: 0.884
Charge: 0

Positions of all 24 atoms, in Å:
C1 -0.12 0.51 0.64
C2 1.62 0.05 -0.97
C3 -0.29 0.46 -0.77
C4 -0.29 -0.68 1.53
C5 2.43 -0.79 -0.02
C6 -1.15 -0.60 -1.43
N1 -2.88 0.74 0.97
O1 -1.73 1.54 0.68
O2 2.24 1.27 -1.28
H1 2.48 1.72 -0.45
H2 0.51 1.31 1.01
H3 1.48 -0.47 -1.92
H4 -0.28 1.42 -1.28
H5 -3.24 1.10 1.86
H6 -3.58 1.00 0.27
H7 0.42 -0.66 2.36
H8 -1.30 -0.68 1.94
H9 -0.18 -1.63 1.00
H10 1.96 -1.75 0.16
H11 3.42 -0.99 -0.46
H12 2.61 -0.28 0.93
H13 -1.14 -0.50 -2.51
H14 -2.18 -0.50 -1.09
H15 -0.82 -1.61 -1.17



Arrangement three

The following is a DFT calculation (ωB97M-V with the def2-TZVPD basis set) of a cluster of 3 separate species, C6H15NO2 in total.

HOMO (spin up / spin down) in eV: -7.59 / -7.59
LUMO level (spin up / spin down) in eV: 0.367 / 0.370
Charge: 0

Positions of all 24 atoms, in Å:
C1 -1.48 -0.32 -0.32
C2 -1.14 1.83 1.45
C3 -1.94 -1.41 0.60
N1 -0.20 0.92 0.81
O1 0.36 0.18 1.76
H1 0.89 -0.63 1.19
H2 -2.11 0.56 -0.30
H3 -1.46 -0.58 -1.37
H4 -1.88 1.29 2.05
H5 -0.56 2.49 2.11
H6 -1.62 2.43 0.69
H7 -1.63 -1.22 1.64
H8 -3.02 -1.51 0.60
H9 -1.51 -2.38 0.35
C4 1.37 0.01 -1.60
C5 2.67 0.50 -0.95
C6 0.73 -1.15 -0.86
O2 1.12 -1.54 0.27
H10 0.20 -1.88 -1.49
H11 0.67 0.84 -1.66
H12 1.56 -0.32 -2.62
H13 2.48 0.89 0.05
H14 3.10 1.31 -1.54
H15 3.40 -0.30 -0.87



Q: Which of them is the most stable? A: arrangement one.